The following is a DFT calculation (the ωB97M-V functional and the def2-TZVPD basis) of a molecular structure, C3H10NO2.

Results
HOMO energy: -3.44 eV
Kohn-Sham gap: 7.59 eV
Charge: -1
Relative energy (zero: lowest compared OMol25 entry of this formula, charge and spin): 0.8685 eV
Calculated total energy: -8857.9254 eV

Geometry (Å):
C1 0.345 -1.545 -1.242
C2 -0.012 -1.115 0.241
C3 -0.192 0.369 0.481
O1 -0.850 0.650 1.654
N1 0.382 -0.546 -2.277
H1 -0.393 -2.316 -1.469
H2 1.309 -2.041 -1.182
H3 -0.898 -1.651 0.625
H4 0.672 -1.524 1.001
H5 -0.707 0.871 -0.351
H6 0.836 0.802 0.438
H7 1.000 0.229 -2.151
H8 -0.545 -0.191 -2.414
H9 -0.749 1.873 1.874
H10 0.198 3.168 2.756
O2 -0.395 2.964 2.014